# 1
Computed, not measured: 6 unconnected molecules or ions with the total composition C40H89IN6O17PS5 in a non-equilibrium geometry, with the ωB97M-V functional and the def2-TZVPD basis.

HOMO-LUMO gap   6.6 eV
Net charge   +1
DFT total energy   -5814.705188 a.u.

Geometry as XYZ:
```
159
Properties=species:S:1:pos:R:3:forces:R:3
C -7.07422 -3.75039 -0.24837 -0.6 1.2 -0.7
C -7.25377 -2.48306 -1.22030 0.5 -1.1 0.9
C -6.09381 -2.54812 -2.28765 -0.4 0.4 0.7
C -4.87688 -1.58732 -1.95735 -0.5 -0.9 -1.7
C -3.62215 -2.11991 -2.78404 0.1 0.5 1.2
C -2.31251 -1.80604 -1.95629 0.6 -0.3 -0.8
C -1.14300 -2.85163 -2.22760 -0.9 0.1 0.4
C -0.79571 -3.67417 -0.91546 1.0 -0.2 -1.5
C 0.68194 -4.21192 -1.07748 -0.6 -0.3 1.1
C 1.00852 -5.28942 0.04554 0.1 1.2 -0.1
C 1.43160 -4.56924 1.38730 0.6 -1.1 -0.4
C 2.57727 -5.44548 2.06881 -0.1 1.6 0.0
C 3.10246 -4.60691 3.28543 -0.2 -0.5 -0.7
N 4.62228 -4.67160 3.45546 -0.8 2.1 0.2
C 4.93141 -3.58439 4.27898 0.2 -0.3 0.3
N 5.89809 -2.71919 4.05717 1.2 -0.5 1.6
C 6.09562 -1.56194 4.99368 -0.7 1.6 0.0
C 4.96253 -0.48001 4.63977 -0.2 -0.3 -0.2
N 5.54012 0.85182 4.32569 -1.1 -0.3 0.0
P 6.98612 -2.88349 2.65414 0.5 0.5 -2.2
O 8.30549 -1.88465 2.82509 -1.3 -1.8 1.4
I 7.96560 -5.16639 2.76370 -0.1 0.6 0.4
N 4.16186 -3.36317 5.47888 -0.9 -1.8 -1.1
N 4.82581 -3.99522 6.56585 1.3 0.4 0.2
C 2.76436 -3.89498 5.42858 -1.9 1.1 1.0
C 1.67409 -2.74592 5.24592 -0.6 -1.2 0.0
C 1.10980 -2.31974 6.64931 0.7 0.8 0.2
C 2.13384 -1.36613 7.40969 -0.9 -0.4 0.9
C 1.70622 0.13809 7.48264 0.4 -0.3 0.3
N 1.53275 0.79210 6.17422 0.8 1.1 -0.2
C 0.70685 0.50703 5.09401 0.5 1.4 -1.6
C 0.96472 1.47896 4.07585 1.0 0.7 1.2
C 1.97759 2.44332 4.57450 -1.0 -3.1 2.3
C 2.28281 1.92964 5.89858 0.0 1.6 -2.6
O 2.56583 -4.97633 4.53168 0.5 1.0 -0.7
H -5.97584 -3.92587 -0.13116 -1.0 -0.1 0.2
H -7.57392 -3.52314 0.72715 0.5 -0.5 -0.7
H -7.59503 -4.60082 -0.75702 0.7 0.4 0.7
H -8.28076 -2.57598 -1.65077 0.9 0.4 0.1
H -7.21469 -1.56618 -0.57381 0.0 -0.6 -0.9
H -5.68403 -3.58867 -2.29001 -0.5 0.7 -0.1
H -6.54449 -2.36060 -3.29262 0.7 0.1 0.6
H -5.16734 -0.57356 -2.32624 0.5 -0.7 0.7
H -4.63938 -1.57794 -0.86523 -0.3 -0.1 -0.8
H -3.60013 -1.66254 -3.80976 0.1 -0.3 1.0
H -3.68077 -3.23124 -2.92867 -0.1 0.9 0.3
H -1.95680 -0.78166 -2.23349 -0.3 -0.7 0.4
H -2.49523 -1.82389 -0.84713 -0.2 0.1 -1.1
H -0.23656 -2.33092 -2.63984 -0.7 -0.5 0.5
H -1.50392 -3.56613 -3.01734 0.5 0.6 0.7
H -1.44871 -4.57761 -0.79948 0.2 1.0 -0.1
H -0.88970 -3.01980 -0.01181 0.1 -0.6 -0.7
H 0.86999 -4.67881 -2.07427 -0.5 0.4 0.6
H 1.35589 -3.31354 -0.99674 -0.3 -1.0 -0.1
H 0.11483 -5.92230 0.28600 0.9 0.3 -0.6
H 1.86034 -5.90047 -0.35886 -0.8 0.3 0.7
H 0.59674 -4.44902 2.12332 0.5 0.0 -0.8
H 1.83053 -3.55579 1.09870 -0.2 -0.9 0.6
H 2.21038 -6.46278 2.33660 0.4 0.8 -0.1
H 3.39362 -5.49643 1.30265 -0.5 -0.3 0.7
H 2.90625 -3.52483 3.02253 -0.3 -1.0 0.5
H 4.96669 -4.58715 2.49477 0.6 -0.1 0.4
H 6.08429 -1.86615 6.06298 -0.1 -0.1 -1.0
H 7.06291 -1.03303 4.81596 -0.7 -0.8 -0.2
H 4.39667 -0.84438 3.73251 0.4 0.0 1.0
H 4.21011 -0.40712 5.46605 0.8 0.0 -0.6
H 4.86533 1.53271 4.70043 0.5 -0.2 -0.1
H 5.44642 0.97873 3.31133 0.4 0.0 0.5
H 8.89017 -2.31139 3.49048 0.1 0.7 -0.4
H 4.72100 -5.01188 6.54381 -0.2 0.3 0.1
H 4.45526 -3.58356 7.42009 0.2 -0.3 -0.2
H 2.55043 -4.31147 6.44863 0.4 0.2 -1.0
H 2.04646 -1.89491 4.62827 -0.3 -0.5 0.6
H 0.82475 -3.25002 4.70137 0.8 0.6 0.3
H 0.92231 -3.20142 7.32176 0.2 0.6 -1.0
H 0.11683 -1.80268 6.57145 0.9 -0.5 -0.1
H 3.18172 -1.47355 7.03028 -0.9 0.2 0.1
H 2.15558 -1.73670 8.47512 0.1 0.6 -0.9
H 0.79650 0.29824 8.11588 0.6 -0.4 -0.6
H 2.54551 0.68431 7.99122 -0.9 -0.4 -0.5
H -0.00755 -0.33321 5.04779 0.7 0.8 0.3
H 0.54439 1.60520 3.06057 0.0 -0.6 1.0
H 2.40088 3.33270 4.07573 -0.4 -0.8 0.5
H 3.01769 2.41769 6.57836 -0.9 -0.9 -0.2
O -4.71356 0.57147 -4.22126 -0.4 0.4 0.0
S -4.53917 1.76936 -4.99419 0.6 -0.1 -0.9
O -5.10058 3.02280 -4.58191 -0.3 -0.6 -0.1
O -4.98236 1.47195 -6.50802 0.4 0.1 0.4
C -6.30929 0.97855 -6.74507 -0.9 -0.1 -0.1
C -7.35847 2.06016 -6.56740 0.0 0.2 0.2
C -2.82238 2.01907 -5.29455 0.0 0.0 -0.1
H -6.51444 0.11961 -6.10188 0.2 0.1 0.1
H -6.32976 0.62301 -7.77561 0.3 0.0 0.1
H -7.40856 2.39589 -5.53105 0.0 0.0 0.0
H -8.34587 1.68821 -6.84637 0.1 -0.1 -0.1
H -7.11904 2.93198 -7.17856 0.0 -0.1 0.0
H -2.36898 1.09392 -5.64255 -0.1 0.0 0.0
H -2.37230 2.32494 -4.35107 -0.1 0.0 0.0
H -2.70933 2.81048 -6.03238 0.0 0.0 0.1
O 0.25952 -9.20448 6.15593 -0.1 -0.1 -0.3
S 0.99865 -9.23358 4.92870 0.7 -0.3 0.1
O 0.34444 -9.33311 3.65839 -0.2 0.1 0.3
O 2.11914 -10.37745 5.02887 -0.1 0.7 0.0
C 1.69853 -11.71976 5.32455 -0.4 -0.9 0.0
C 1.02046 -12.37756 4.13756 -0.2 0.2 -0.2
C 2.09123 -7.84901 4.88258 0.0 -0.1 0.0
H 1.05123 -11.72839 6.20409 0.0 0.2 0.0
H 2.59897 -12.27885 5.58027 0.1 0.3 0.0
H 0.08147 -11.88001 3.89290 0.0 0.0 0.0
H 0.79801 -13.42388 4.35282 0.1 0.0 0.1
H 1.65615 -12.32205 3.25218 0.0 -0.1 0.1
H 2.62166 -7.77905 5.82987 0.0 -0.1 0.0
H 1.48545 -6.96081 4.72598 -0.1 -0.2 0.0
H 2.78553 -7.97487 4.05381 0.0 0.0 0.1
O -3.34287 8.47431 -2.36172 0.2 -0.2 -0.3
S -2.54867 7.44810 -1.75011 -0.3 -0.4 0.8
O -1.63507 6.65070 -2.51529 -0.1 0.3 -0.2
O -3.51346 6.47770 -0.91330 0.5 0.6 0.1
C -4.60845 5.84193 -1.59935 -0.4 -0.5 -0.6
C -4.13797 4.72462 -2.50818 0.2 0.3 0.1
C -1.67664 8.13478 -0.37833 0.0 0.0 0.1
H -5.18872 6.58248 -2.15408 0.2 0.1 0.1
H -5.26162 5.43070 -0.82913 0.2 0.2 0.2
H -3.53197 5.11268 -3.32799 -0.1 0.0 0.0
H -4.98162 4.19778 -2.93929 0.0 0.1 0.2
H -3.51844 4.01501 -1.95430 -0.1 0.0 0.0
H -2.36652 8.71597 0.22931 0.0 -0.1 0.0
H -0.89373 8.77800 -0.77775 -0.1 0.0 -0.1
H -1.23315 7.32517 0.19783 0.0 0.0 -0.1
O 0.20588 3.08578 -5.79236 0.1 -0.3 0.3
S 1.58243 3.48429 -5.86777 0.3 1.0 -0.4
O 2.59332 2.84497 -5.07764 -0.4 -0.2 0.0
O 1.66323 5.06627 -5.63768 0.1 -0.6 -0.4
C 1.09925 5.59948 -4.42490 -0.2 0.3 0.9
C 1.96791 5.29256 -3.21900 0.1 -0.3 0.0
C 2.09793 3.46629 -7.55471 0.0 0.1 -0.1
H 0.08171 5.22977 -4.28398 0.1 -0.1 -0.1
H 1.03373 6.67924 -4.55558 0.0 -0.1 -0.4
H 2.00482 4.22061 -3.01983 0.0 0.1 0.0
H 1.57491 5.78513 -2.32771 -0.1 0.1 -0.1
H 2.99380 5.62491 -3.38931 -0.1 0.1 0.0
H 1.35409 3.97782 -8.16141 0.0 0.0 0.1
H 2.18048 2.42420 -7.86017 0.0 0.0 0.1
H 3.06810 3.95287 -7.63126 -0.1 0.0 0.1
O 0.18252 8.68123 -5.89126 0.2 0.1 -0.3
S -0.40970 9.91862 -6.31165 -0.5 0.5 0.5
O -0.31102 10.37494 -7.66527 0.2 -0.3 0.1
O 0.09041 11.08802 -5.32950 -0.4 -0.3 -0.1
C 1.50195 11.29732 -5.18506 0.8 0.2 -0.2
C 2.10703 11.95849 -6.40942 -0.1 -0.1 -0.3
C -2.10904 9.93331 -5.83727 0.0 0.1 0.2
H 2.00344 10.35372 -4.95724 -0.2 -0.1 0.0
H 1.63331 11.95025 -4.32146 -0.3 -0.1 0.0
H 2.04868 11.30536 -7.28065 0.0 0.0 0.1
H 3.15882 12.19545 -6.23891 -0.1 0.0 0.1
H 1.56943 12.87547 -6.65615 0.1 0.0 0.1
H -2.19479 9.61946 -4.79852 0.0 0.0 0.0
H -2.63463 9.23378 -6.48546 0.1 0.0 0.0
H -2.50465 10.93731 -5.97728 0.1 0.0 0.0
```
Positions in Å, forces in eV/Å.

***

# 2
Computed, not measured: 7 unconnected molecules or ions with the total composition C40H94N6O7 in a non-equilibrium geometry, with the ωB97M-V functional and the def2-TZVPD basis.

2S+1   2
Expectation value of S²   0.750
HOMO-LUMO gap (alpha / beta)   1.5 / 8.5 eV
Net charge   -1
DFT total energy   -2435.211860 a.u.

Geometry as XYZ:
```
147
Properties=species:S:1:pos:R:3:forces:R:3
C 2.01396 2.24490 6.86015 -0.6 1.1 -0.2
O 1.15177 3.30927 7.28466 -0.6 -0.1 0.6
H 2.82620 2.15204 7.58109 0.2 -0.4 -0.3
H 1.37700 1.36253 6.79862 0.3 -0.1 0.1
H 2.33661 2.53640 5.86063 0.6 -0.6 -0.1
H 1.59939 4.15388 7.19593 0.4 -0.1 0.1
C 5.70410 -5.27065 3.96819 -1.3 0.5 -0.9
C 5.14994 -4.32141 2.91311 0.6 2.6 -0.7
C 5.24807 -2.78095 3.25567 -0.2 -0.1 1.1
O 4.80347 -1.88430 2.22095 -0.4 -1.8 0.0
C 4.84471 -0.49821 2.51730 0.3 -0.8 1.0
N 5.90597 -4.42873 1.66947 -0.1 -0.3 -0.7
H 5.04136 -5.15793 4.82620 0.7 0.1 0.6
H 6.77488 -5.09434 4.07034 -0.1 -0.2 0.6
H 5.49098 -6.27419 3.59996 0.4 -0.1 -0.1
H 4.07521 -4.45927 2.79461 0.0 -0.5 -0.5
H 6.25856 -2.45379 3.50055 0.5 -0.4 0.2
H 4.68130 -2.72707 4.18517 -0.5 0.9 0.2
H 5.85973 -0.13694 2.68259 0.4 0.1 -0.7
H 4.44547 -0.36564 3.52286 -0.8 0.4 0.0
H 4.28325 -0.00823 1.72182 0.2 0.3 0.3
H 5.56945 -3.66088 1.10621 -0.8 -0.1 -0.8
H 6.77143 -3.95103 1.87653 1.0 -0.5 0.4
C -1.86131 4.19756 4.94257 -1.2 0.5 0.0
C -0.58609 4.44032 4.18020 1.4 -0.1 0.7
C -0.62483 5.31820 2.91682 -2.6 0.1 0.4
O -1.39669 4.65526 1.92450 0.8 -0.6 0.1
C -1.39149 5.27079 0.68138 -1.5 -0.2 -0.8
N 0.31472 5.16930 5.11319 -0.6 0.1 -1.0
H -2.19361 5.18183 5.27257 -0.6 0.1 -0.1
H -1.79220 3.62011 5.86446 1.0 -0.1 0.1
H -2.65238 3.63708 4.44441 0.0 0.4 -0.7
H -0.16292 3.45392 3.99035 0.2 0.0 -0.6
H 0.25596 5.81861 2.51447 0.7 -0.8 0.2
H -1.27602 6.15287 3.17641 0.1 0.6 0.5
H -0.52812 5.04088 0.05703 0.2 0.1 0.1
H -1.66407 6.32600 0.66339 0.8 0.6 0.6
H -2.30196 4.91555 0.19872 0.2 -0.7 -0.5
H 1.20645 5.03031 4.65975 0.7 0.2 0.7
H 0.26240 4.70139 6.00673 0.3 -0.2 -0.1
C -6.93765 0.74136 -4.76997 1.1 1.1 0.6
C -5.73386 1.61256 -5.24884 -1.1 -1.1 1.7
C -4.36828 1.04572 -4.80897 1.4 -0.6 -1.1
O -4.20442 0.77349 -3.44243 -1.8 0.3 0.5
C -2.94996 0.32791 -2.98400 -0.1 0.6 -0.3
N -5.89150 1.92347 -6.63211 1.4 0.9 -0.5
H -7.04835 -0.22845 -5.25507 0.0 0.2 -0.2
H -7.79952 1.40558 -4.83387 -0.3 -0.5 -0.3
H -6.77852 0.59599 -3.70149 -0.1 -0.3 0.0
H -5.78282 2.50405 -4.62358 -0.4 0.5 -0.1
H -3.54694 1.73553 -5.00305 -0.1 0.6 -0.8
H -4.13882 0.17000 -5.41608 0.0 -0.5 -0.1
H -2.97431 0.59143 -1.92661 0.2 -0.9 0.2
H -2.09657 0.88788 -3.36645 0.0 0.4 -0.5
H -2.79778 -0.70801 -3.28699 0.1 -0.3 0.6
H -5.10262 2.42497 -7.01455 -0.3 -0.1 -0.3
H -6.53779 1.55269 -7.31398 0.2 -0.4 0.8
C -0.67791 -2.21443 0.38711 1.3 0.1 0.3
C 0.64333 -1.37153 0.41027 -0.9 1.0 -0.3
C 0.31206 -0.06587 -0.35331 1.1 2.2 1.7
C -0.62325 0.94796 0.38919 -0.1 -0.7 -0.2
C -0.16394 1.32038 1.82734 0.5 -1.8 -2.1
C 0.22693 0.00983 2.64841 -0.6 2.6 -1.5
N 1.11418 -0.87704 1.81768 -0.3 0.7 -1.4
O 1.47287 -1.96712 2.62717 -0.4 -0.8 0.1
C 0.97954 0.60257 3.86536 0.5 -1.4 -0.3
C -1.07210 -0.63164 3.03898 -0.7 -0.2 1.6
C 1.85409 -2.00159 -0.34852 0.2 -0.5 0.9
H -0.96788 -2.39786 -0.64748 0.2 -0.2 -0.1
H -1.49078 -1.64389 0.83637 0.2 -0.3 0.1
H -0.49771 -3.15264 0.91187 -0.4 -0.1 0.0
H 1.26569 0.45432 -0.26334 0.4 0.3 -0.3
H 0.15903 -0.07513 -1.43248 -0.5 -0.8 0.1
H -1.65498 0.59654 0.40092 -0.2 -0.2 0.1
H -0.68066 1.89351 -0.15000 0.2 0.0 -0.4
H -1.01918 1.89539 2.18236 0.3 -0.1 0.9
H 0.70377 1.95938 1.66348 0.1 0.1 0.5
H 1.18682 -0.12041 4.65431 -0.5 -0.2 0.2
H 1.99376 0.87567 3.57401 -0.1 0.6 -0.3
H 0.41376 1.44239 4.26871 0.2 -0.1 0.0
H -0.81742 -1.66222 3.28626 -0.8 -0.2 0.1
H -1.50432 -0.11098 3.89351 0.7 -0.1 1.0
H -1.99430 -0.48135 2.47769 0.6 -0.6 -1.3
H 2.60961 -1.26794 -0.62972 -0.2 0.4 0.2
H 1.66520 -2.56910 -1.25976 -0.8 0.2 -0.1
H 2.39175 -2.72822 0.26060 -0.1 0.0 0.4
H 2.37585 -1.78454 2.89716 0.4 0.0 -0.2
C -6.85410 2.17232 2.28340 -0.1 0.3 -0.2
C -5.50676 1.87307 1.57496 1.3 0.3 0.9
C -4.55012 1.20527 2.58699 -0.5 -2.2 1.2
C -4.90396 -0.32530 2.94899 0.8 0.6 -2.1
C -4.91730 -1.19059 1.58848 -1.9 3.4 1.4
C -5.91341 -0.48865 0.49671 -0.7 -2.6 2.2
N -5.75335 1.00377 0.42590 3.0 -3.6 3.0
O -6.47418 1.53908 -0.55670 -0.9 1.1 -2.3
C -5.59054 -1.31602 -0.73479 2.0 1.6 -1.8
C -7.37855 -0.96213 0.85669 -0.4 2.0 0.3
C -4.68238 3.18172 1.15682 -1.7 -0.8 -1.0
H -6.89678 2.92644 3.06926 0.7 0.5 -0.2
H -7.24105 1.31171 2.82903 0.1 -0.4 -0.5
H -7.55921 2.46411 1.50508 -0.2 0.0 0.1
H -3.47901 1.26012 2.39254 -0.1 0.0 -0.9
H -4.59950 1.78683 3.50756 -0.4 0.1 0.2
H -5.81171 -0.37572 3.55027 -0.1 -0.2 -0.2
H -4.08652 -0.80042 3.49135 0.0 0.4 0.5
H -5.30747 -2.16964 1.86655 0.3 -0.2 -0.6
H -3.88082 -1.16223 1.25234 -0.1 -0.4 -0.3
H -4.50646 -1.26422 -0.83574 0.4 -0.5 0.1
H -5.87043 -2.36909 -0.76325 -0.3 0.3 0.5
H -5.80988 -0.85251 -1.69664 -1.0 0.0 -0.1
H -8.08813 -0.30943 0.34818 0.0 0.3 -0.4
H -7.73139 -1.95080 0.56321 0.8 -0.2 0.2
H -7.59589 -0.73411 1.90018 0.0 -0.5 0.2
H -4.65854 3.89141 1.98379 0.2 -0.1 -0.1
H -5.15512 3.61661 0.27620 -0.6 0.5 0.3
H -3.70272 3.00569 0.71254 0.3 -0.6 0.8
H -5.74743 1.48859 -1.18191 -0.7 0.7 -1.5
C 5.16434 -1.73892 -7.30156 0.4 -1.3 0.3
C 6.01585 -2.35019 -6.09779 -0.6 0.3 -0.5
C 6.84323 -1.26156 -5.45957 -0.4 2.5 -1.2
C 6.01665 -0.26458 -4.64488 0.1 -1.6 0.1
C 5.53087 -1.11261 -3.49233 0.1 1.4 0.2
C 4.63003 -2.32517 -3.86544 -0.5 1.3 -0.6
N 5.18532 -3.04921 -5.05094 1.4 1.0 0.5
O 4.46145 -4.20282 -5.45463 -0.1 1.0 -0.3
C 4.63104 -3.24258 -2.67790 -0.3 -0.6 1.1
C 3.08790 -1.75196 -4.10359 2.1 -1.0 -0.5
C 7.03581 -3.29370 -6.70738 0.4 -1.9 -0.2
H 4.75400 -2.60709 -7.81731 -0.4 -0.1 0.0
H 4.33912 -1.06810 -7.06258 0.2 0.0 0.4
H 5.80007 -1.28739 -8.06319 0.2 0.3 0.3
H 7.78391 -1.56118 -4.99756 -0.5 -0.4 0.7
H 7.21958 -0.61572 -6.25289 0.2 -0.4 -0.8
H 6.66729 0.57360 -4.39544 -0.2 0.0 0.5
H 5.10084 0.12323 -5.09095 0.3 0.1 -0.9
H 4.95155 -0.39084 -2.91654 -0.2 -0.6 0.8
H 6.45858 -1.33958 -2.96702 -0.3 -0.7 0.5
H 3.85630 -3.99365 -2.83213 0.0 -0.1 0.5
H 4.52718 -2.71630 -1.72904 -1.2 0.5 -0.1
H 5.54901 -3.73078 -2.35065 0.6 -0.3 -1.2
H 2.82641 -0.88894 -3.49128 0.2 -0.2 0.2
H 2.39256 -2.57851 -3.95722 -0.1 0.1 0.0
H 3.05392 -1.44846 -5.14993 -0.2 0.0 0.0
H 7.83963 -3.65961 -6.06856 -0.4 0.1 1.1
H 6.54069 -4.20920 -7.03114 -0.1 0.0 -0.4
H 7.70232 -2.96985 -7.50675 -0.8 0.8 -0.5
H 4.95323 -4.94095 -5.08732 0.2 -0.1 0.1
```
Positions in Å, forces in eV/Å.